The following is a DFT calculation (wB97M-V/def2-TZVPD) of a structure of composition C60H54NOP2SZn.

```
120
Properties=species:S:1:pos:R:3:mulliken_charge:R:1
Zn -0.05487 0.36163 1.04641 4.306
O 1.56942 0.80787 -0.36126 -1.062
S 1.12831 0.00516 -1.57294 1.565
C 2.25812 -1.36122 -1.65206 0.150
C 3.61166 -1.19301 -1.82383 -0.430
C 4.46663 -2.28371 -2.07619 -1.457
C 3.91078 -3.52989 -2.22477 -0.035
C 4.49835 -4.86766 -2.59718 -0.785
C 3.27887 -5.82267 -2.72068 -0.890
C 2.09836 -5.00870 -2.25131 0.385
C 0.77287 -5.29831 -2.06970 -1.371
C -0.07403 -4.30812 -1.52972 -0.023
C 0.34140 -3.01984 -1.26010 0.160
P -0.65984 -1.92459 -0.16261 1.541
C -1.00656 -3.08510 1.20974 0.974
C -2.01377 -4.04785 1.22960 -0.172
C -2.13859 -4.89629 2.31890 -0.854
C -1.26807 -4.79049 3.39557 -0.782
C -0.25887 -3.84005 3.37954 -0.537
C -0.12803 -2.99443 2.28911 -0.948
C -2.21364 -1.73513 -1.09337 0.457
C -2.17259 -1.56317 -2.47702 -0.741
C -3.34754 -1.41346 -3.19558 -0.749
C -4.57183 -1.43159 -2.54253 -0.716
C -4.61654 -1.56076 -1.16267 -0.900
C -3.44348 -1.69889 -0.43697 -0.399
C 1.67229 -2.65512 -1.62109 -1.281
C 2.53012 -3.69336 -2.00945 1.269
C 1.52345 1.01666 -2.99162 -0.441
C 2.28461 0.55536 -4.03958 0.091
C 2.58316 1.34986 -5.16196 -1.524
C 2.10121 2.62661 -5.19909 0.077
C 2.26382 3.72014 -6.22181 -0.866
C 1.44248 4.91100 -5.66673 -0.852
C 0.85576 4.40643 -4.37468 -0.037
C 0.03022 4.99513 -3.45892 -1.132
C -0.40103 4.23185 -2.36168 0.118
C -0.02653 2.91992 -2.13186 0.187
P -0.91582 2.10614 -0.73379 0.614
C -0.82919 3.42397 0.53362 0.039
C 0.37092 3.53259 1.24065 -0.594
C 0.50549 4.48071 2.24154 -0.763
C -0.55532 5.32229 2.54632 -0.675
C -1.74717 5.21891 1.84513 -0.668
C -1.88855 4.27186 0.84070 0.320
C -2.65506 2.09317 -1.28650 0.281
C -3.58019 1.60831 -0.35892 -0.489
C -4.91386 1.46804 -0.69866 -0.795
C -5.33512 1.79631 -1.98034 -0.954
C -4.42134 2.26375 -2.91069 -0.669
C -3.08225 2.40767 -2.57293 -1.226
C 0.90691 2.30775 -3.03071 -1.815
C 1.28103 3.08536 -4.14741 1.510
H 4.02334 -0.19061 -1.80762 0.675
H 5.52791 -2.10860 -2.19587 0.488
H 5.18387 -5.20049 -1.81561 0.309
H 5.07011 -4.80952 -3.52332 0.334
H 3.40766 -6.72784 -2.12756 0.347
H 3.12796 -6.13348 -3.75603 0.311
H 0.37210 -6.28211 -2.27856 0.472
H -1.09054 -4.59133 -1.28628 0.471
H -2.70656 -4.13992 0.40317 0.410
H -2.92159 -5.64350 2.32947 0.459
H -1.38035 -5.45175 4.24506 0.414
H 0.42669 -3.74153 4.21174 0.558
H 0.66411 -2.25482 2.28425 0.023
H -1.21888 -1.55732 -2.99164 0.369
H -3.30888 -1.28977 -4.27025 0.478
H -5.49064 -1.35006 -3.10832 0.456
H -5.56769 -1.55506 -0.64557 0.499
H -3.47996 -1.78384 0.64173 0.236
H 2.68713 -0.44649 -4.00654 0.606
H 3.19370 0.94359 -5.95772 0.464
H 1.89601 3.39631 -7.19623 0.327
H 3.31658 3.97685 -6.34550 0.308
H 0.65459 5.21896 -6.35501 0.283
H 2.07132 5.78473 -5.49016 0.298
H -0.31643 6.01412 -3.57456 0.502
H -1.08720 4.70277 -1.66965 0.564
H 1.20579 2.88674 0.99191 0.508
H 1.43809 4.55287 2.78575 0.464
H -0.45052 6.06087 3.33033 0.424
H -2.57712 5.87180 2.08289 0.442
H -2.82726 4.18395 0.30663 0.432
H -3.24277 1.36079 0.64218 0.688
H -5.61932 1.09033 0.03046 0.520
H -6.37798 1.68716 -2.24831 0.412
H -4.75352 2.51793 -3.90919 0.447
H -2.37409 2.76698 -3.30720 0.365
C 2.67700 0.10116 7.02348 -1.651
C 2.49743 -0.00713 5.53147 0.362
C 3.56874 -0.35686 4.72073 -0.892
C 3.37586 -0.46331 3.34935 0.041
C 4.50614 -0.80785 2.41511 -1.574
C 2.11093 -0.24910 2.83751 -1.032
C 0.97989 0.11139 3.61244 1.160
C 1.23978 0.24161 4.98932 -0.796
N -0.23300 0.30077 2.96326 0.802
C -1.56041 0.46302 3.56343 1.817
C -2.53690 -0.35813 2.70648 -1.306
C -1.72797 -0.04659 5.00255 -2.261
C -1.97105 1.94065 3.52209 -1.367
H 3.72015 -0.03216 7.30502 0.370
H 2.08640 -0.66466 7.52960 0.309
H 2.34024 1.07163 7.39095 0.357
H 4.54895 -0.52301 5.15119 0.297
H 5.46429 -0.78799 2.93204 0.402
H 4.54207 -0.09534 1.58839 0.257
H 4.36967 -1.80440 1.98667 0.304
H 2.00017 -0.36162 1.76136 0.829
H 0.47822 0.56586 5.67715 0.322
H -2.35719 -1.42477 2.85703 0.320
H -2.39831 -0.13522 1.64056 -0.806
H -3.57302 -0.13477 2.96863 0.577
H -1.24579 -1.01417 5.14142 0.447
H -2.79476 -0.16147 5.20060 0.454
H -1.34635 0.66395 5.73261 0.523
H -2.01791 2.30135 2.49170 0.071
H -1.23667 2.54727 4.05467 0.359
H -2.94876 2.09011 3.98639 0.527
```

Calculated values
E_LUMO in eV: -2.567
Net charge: +1


The following is a DFT calculation (wB97M-V/def2-TZVPD) of a cluster of 13 separate species, C60H56BBr8N8O24 in total.

```
157
Properties=species:S:1:pos:R:3:mulliken_charge:R:1
O -0.16396 3.39613 -1.77174 -0.645
C 0.48954 2.53006 -1.23883 0.138
O 0.10605 1.32004 -0.99563 -0.519
B 1.10424 0.55688 -0.36602 0.604
O 2.28644 1.46947 -0.23903 0.112
C 1.94761 2.63351 -0.69225 0.764
O 2.63908 3.65379 -0.57395 -0.672
O 1.38189 -0.66163 -1.22865 -0.014
C 1.12812 -1.74786 -0.54313 0.543
O 1.27812 -2.94242 -0.85537 -0.667
C 0.70190 -1.29686 0.84569 0.223
O 0.67085 0.03712 0.88253 -0.566
O 0.24483 -2.02953 1.69214 -0.296
Br 5.37595 5.56701 -1.14041 -0.185
C 5.56078 4.61196 0.62080 -0.101
C 7.05368 4.32760 0.61816 -0.674
Br 7.61965 3.41211 2.28097 -0.195
H 4.97311 3.69613 0.55750 -0.137
H 5.30783 5.28360 1.44117 0.501
H 7.61633 5.26101 0.60138 0.436
H 7.29266 3.66456 -0.21332 0.358
Br 3.08263 1.52080 -4.86688 -0.192
C 4.19117 0.75304 -3.39485 0.261
C 5.00246 1.93290 -2.64308 -0.260
Br 5.79974 1.28632 -0.91981 -0.209
H 4.85983 -0.00374 -3.80507 0.528
H 3.45971 0.24386 -2.76730 -0.626
H 4.44427 2.85880 -2.50446 -0.076
H 5.82930 2.15947 -3.31621 0.546
Br 0.22102 -1.04589 6.88148 -0.193
C 1.14655 -1.65079 5.17045 -0.477
C 1.47960 -3.14569 5.11125 -0.425
Br 2.71191 -3.35813 3.53020 -0.137
H 2.04362 -1.03177 5.15683 0.426
H 0.66422 -1.24728 4.28015 -0.034
H 0.62203 -3.81507 5.04334 0.307
H 2.00512 -3.38269 6.03632 0.523
Br 5.49528 -2.93276 -1.64856 -0.165
C 4.75120 -3.84464 -3.22112 -0.449
C 3.42303 -4.57757 -2.89547 0.099
Br 2.52229 -5.31442 -4.56959 -0.199
H 5.46774 -4.57356 -3.59975 0.397
H 4.55647 -3.14447 -4.03348 0.239
H 2.66820 -3.99543 -2.36684 -0.307
H 3.73695 -5.35642 -2.20054 0.505
C -3.13183 2.34630 2.20255 -0.594
C -1.76859 2.43315 2.10828 -0.371
C -1.04732 3.55892 2.59352 -0.560
C -1.80732 4.53412 3.27825 -0.176
C -3.25542 4.35529 3.41880 -0.588
C -3.88635 3.30989 2.81462 -0.738
N -1.22921 5.83594 3.77402 1.035
O -0.07974 6.00644 3.43083 -0.588
O -1.95064 6.55906 4.46094 -0.611
H -3.73422 1.66443 1.62068 0.445
H -1.23419 1.64570 1.59766 0.967
H 0.03043 3.54615 2.52513 0.691
H -3.83044 5.11936 3.92074 0.437
H -4.95889 3.20152 2.74898 0.620
C -3.71372 3.97983 -1.55868 -0.143
C -4.26744 4.53896 -0.43586 -0.618
C -5.57404 4.07857 -0.03839 -0.302
C -6.17391 3.03893 -0.73993 0.158
C -5.56018 2.51867 -1.89039 -0.395
C -4.34652 2.99885 -2.30314 -0.599
N -7.55041 2.60997 -0.26951 0.943
O -8.18555 3.36236 0.56736 -0.575
O -8.02211 1.56166 -0.79494 -0.534
H -2.74756 4.40882 -1.77982 0.332
H -3.73412 5.29941 0.11521 0.457
H -6.00357 4.51209 0.85266 0.566
H -6.06190 1.73221 -2.43460 0.354
H -3.78385 2.59035 -3.12954 0.422
C -2.17417 -1.50792 -1.24441 0.365
C -2.97299 -0.36171 -1.15642 -0.779
C -4.16202 -0.44501 -0.43601 0.156
C -4.61423 -1.58832 0.22356 -0.854
C -3.73793 -2.73687 0.18140 -0.114
C -2.52226 -2.71870 -0.51340 -0.511
N -5.98216 -1.71231 0.90755 0.975
O -6.72757 -0.75705 0.84046 -0.602
O -6.20155 -2.72581 1.55239 -0.582
H -1.32482 -1.47570 -1.91072 0.512
H -2.78610 0.55114 -1.70249 0.367
H -4.79429 0.42909 -0.38512 0.339
H -3.98529 -3.59470 0.78914 0.630
H -1.77425 -3.49424 -0.58692 0.004
C 2.56022 5.40097 -4.57291 -0.522
C 1.29701 5.49150 -4.03671 -0.268
C 0.28013 5.98881 -4.79288 -0.315
C 0.52840 6.42130 -6.09041 0.078
C 1.81671 6.39009 -6.64562 -0.290
C 2.85602 5.97061 -5.82756 -0.732
N -0.61519 6.87126 -6.93281 0.943
O -1.72090 7.12107 -6.44139 -0.598
O -0.37016 6.97153 -8.11359 -0.584
H 3.35432 5.12936 -3.89319 0.408
H 1.08710 5.36314 -2.98511 0.480
H -0.69977 6.18076 -4.38135 0.520
H 2.00536 6.84277 -7.60785 0.441
H 3.88031 6.07552 -6.15348 0.403
C 4.34924 2.60839 4.61823 -0.723
C 5.41064 1.80630 5.16646 -0.723
C 5.81537 0.68154 4.43909 -0.395
C 5.10979 0.27940 3.31001 -0.554
C 3.93660 0.98367 2.87655 0.978
C 3.58192 2.16592 3.50494 -0.607
N 5.58567 -0.84036 2.52183 1.098
O 6.58360 -1.48755 2.91074 -0.678
O 5.07700 -1.05605 1.47986 -0.477
H 4.00978 3.39251 5.27879 0.421
H 5.84314 2.19422 6.07688 0.415
H 6.70877 0.17373 4.77128 0.497
H 3.36975 0.61008 2.03661 0.263
H 2.67280 2.63946 3.16484 0.544
C -2.07491 -2.80989 -4.39990 -0.651
C -2.13031 -2.00732 -5.53155 -0.532
C -0.98553 -1.48532 -6.13027 -0.651
C 0.25824 -1.78039 -5.63197 -0.138
C 0.35152 -2.52774 -4.45166 0.237
C -0.80768 -2.99389 -3.88050 -0.756
N 1.46050 -1.21691 -6.29816 1.050
O 1.21860 -0.58379 -7.32894 -0.614
O 2.59314 -1.44390 -5.91316 -0.510
H -2.91530 -3.30485 -3.93605 0.485
H -3.12283 -1.88205 -5.93849 0.411
H -1.17951 -0.76865 -6.91459 0.472
H 1.25059 -2.72971 -3.88839 0.658
H -0.70382 -3.47383 -2.91858 0.529
C -1.64371 -6.72083 0.96656 -0.258
C -1.77151 -7.76453 1.78385 -0.513
C -0.69461 -8.13546 2.64034 -0.451
C 0.39458 -7.27006 2.77272 -0.300
C 0.40559 -6.11188 2.00578 0.008
C -0.56469 -5.85889 1.02578 -0.505
N 1.46027 -7.62405 3.69216 1.001
O 1.49220 -8.70149 4.24667 -0.622
O 2.33708 -6.79303 3.92736 -0.573
H -2.43533 -6.39155 0.30982 0.352
H -2.64907 -8.37647 1.63614 0.436
H -0.80760 -8.96194 3.32632 0.437
H 1.27336 -5.46905 1.99381 0.532
H -0.50066 -4.95333 0.44074 0.368
C -2.71119 -2.41624 3.60085 -0.457
C -2.47391 -3.75231 3.24566 -0.066
C -3.44931 -4.72316 3.45384 -0.095
C -4.65343 -4.38894 3.98751 -0.538
C -4.94653 -3.01178 4.25798 -0.179
C -3.97828 -2.03867 4.10024 -0.864
N -5.78353 -5.37110 3.97480 1.039
O -5.64056 -6.51701 3.53551 -0.636
O -6.83693 -5.11358 4.43284 -0.617
H -1.88077 -1.72689 3.64082 0.472
H -1.46854 -3.93590 2.89648 0.515
H -3.25182 -5.75697 3.21171 0.519
H -5.92297 -2.72364 4.61845 0.451
H -4.25497 -1.03964 4.40320 0.507
```

Calculated values
E_LUMO in eV: 0.475
Net charge: -1


The following is a DFT calculation (wB97M-V/def2-TZVPD) of a structure of composition C60H63AsCrN6O5S2.

```
138
Properties=species:S:1:pos:R:3:mulliken_spin:R:1
Cr 0.05423 -0.14343 -1.15323 0.783
C -4.49022 -4.71998 1.76965 0.000
C -4.10010 -3.23514 1.69968 -0.001
C -2.83879 -3.02958 2.54277 -0.002
C -5.23857 -2.39554 2.30003 0.001
C -3.89053 -2.80864 0.24895 -0.004
C -4.89699 -3.06512 -0.69337 0.000
C -4.77355 -2.68190 -2.01601 0.000
C -3.62155 -2.01595 -2.40497 0.001
S -3.19542 -1.39209 -3.97231 0.004
C -1.70490 -0.77951 -3.29765 0.010
N -1.53776 -1.02242 -2.00778 -0.030
C -2.60898 -1.72670 -1.48234 0.021
C -2.74784 -2.14250 -0.15792 -0.013
C -0.70146 -0.02251 -3.97807 -0.004
C -0.67580 0.18963 -5.36106 0.004
C 0.37976 0.88191 -5.91551 0.002
C 1.40114 1.35009 -5.08752 -0.003
C 1.35978 1.12803 -3.71990 -0.007
C 0.30302 0.45030 -3.09420 -0.063
H -4.59528 -5.02231 2.81390 0.000
H -3.72389 -5.34112 1.30271 0.000
H -5.43906 -4.91230 1.26853 0.000
H -3.00013 -3.42881 3.54573 0.000
H -2.58500 -1.97242 2.63743 0.001
H -1.98500 -3.54824 2.10361 0.000
H -5.36839 -2.63746 3.35780 0.000
H -6.18166 -2.58377 1.78398 0.000
H -5.00976 -1.33391 2.21334 0.000
H -5.80749 -3.56661 -0.39128 0.001
H -5.55592 -2.89373 -2.73421 0.000
H -1.94351 -1.91038 0.52506 0.005
H -1.46768 -0.20881 -5.98840 0.000
H 0.42088 1.05066 -6.98467 0.000
H 2.23363 1.88994 -5.52585 0.000
H 2.19317 1.48988 -3.12182 0.010
O 1.49928 0.77717 0.04664 -0.015
S 1.21692 -0.14368 1.18401 0.009
O 1.26154 0.51166 2.46565 0.002
O -0.06370 -0.81369 0.93388 -0.014
O 2.31064 -1.19988 1.11602 -0.019
N 1.29974 3.41751 -1.10090 0.000
C 0.25141 4.25424 -0.78235 0.001
C 0.30570 5.12369 0.31193 0.000
C -0.69255 6.06334 0.51346 -0.001
C -1.77229 6.14438 -0.35463 0.000
C -1.85644 5.25107 -1.41652 0.000
C -0.85818 4.32419 -1.63584 -0.001
H 1.06333 2.62160 -1.68305 -0.003
H 1.92486 3.14859 -0.35756 -0.001
H 1.14490 5.06084 0.99622 0.000
H -0.62754 6.74260 1.35527 0.000
H -2.53758 6.89528 -0.20832 0.000
H -2.70777 5.27766 -2.08699 0.000
H -0.91068 3.63386 -2.47056 -0.001
C -7.43950 5.60250 1.45281 0.000
C -6.41170 4.85680 2.26303 0.000
C -6.75356 4.12823 3.39283 0.000
C -5.78864 3.44056 4.10999 0.000
C -4.44813 3.46933 3.72849 0.000
N -3.55316 2.72862 4.51843 0.000
C -2.27907 2.18477 4.38219 0.000
O -1.68777 1.90512 5.41308 0.000
N -1.69402 1.93007 3.16847 -0.001
C -2.19972 1.66706 1.88604 0.001
C -3.48859 1.25133 1.59123 -0.003
C -3.80465 1.05124 0.25597 0.000
C -2.81405 1.11370 -0.69734 0.011
N -1.52028 1.34248 -0.41515 -0.014
C -1.28658 1.75172 0.83498 -0.003
C -4.08856 4.24945 2.63189 0.000
C -5.06863 4.90543 1.90735 0.000
H -8.43912 5.47190 1.86626 0.000
H -7.44125 5.25176 0.41934 0.000
H -7.21179 6.67003 1.43704 0.000
H -7.78612 4.08845 3.72026 0.000
H -6.07151 2.86082 4.98207 0.000
H -3.85104 2.61566 5.47296 0.000
H -0.72057 1.64093 3.25872 0.000
H -4.23266 1.11525 2.36232 0.000
H -4.81883 0.80869 -0.03262 0.000
H -3.04376 0.95377 -1.74333 -0.001
H -0.30301 2.13613 1.04289 -0.002
H -3.05346 4.36212 2.34590 0.000
H -4.76944 5.47475 1.03936 0.000
C 6.51664 3.74819 2.44936 0.000
C 5.84826 2.56131 1.80601 -0.005
C 5.62801 2.51472 0.43527 0.001
C 5.03300 1.41096 -0.16928 -0.038
C 4.85643 1.40998 -1.66991 0.013
C 4.64853 0.31417 0.60553 0.109
As 3.10928 -1.11605 -0.56387 0.011
N 1.42514 -1.45294 -1.47670 0.173
C 1.57206 -2.24821 -2.59362 -0.021
C 2.75183 -2.30361 -3.36546 0.022
C 2.82509 -3.05060 -4.52668 -0.004
C 1.74257 -3.79886 -4.96404 0.001
C 0.59476 -3.82100 -4.18206 0.002
C 0.51380 -3.07970 -3.01899 0.015
C 3.77897 -2.99399 -0.35782 0.035
C 2.95727 -4.07446 0.01172 -0.008
C 1.46887 -4.00922 0.25196 0.019
C 3.51875 -5.34643 0.14501 0.000
C 4.86152 -5.59077 -0.06421 -0.001
C 5.44976 -6.96886 0.07569 0.000
C 5.66928 -4.51671 -0.41351 0.000
C 5.15152 -3.24197 -0.57234 0.003
C 6.08758 -2.14068 -0.99888 0.011
C 4.86475 0.34527 1.98326 0.015
C 4.48946 -0.81397 2.87606 0.004
C 5.45562 1.46690 2.56309 0.006
H 6.51443 4.61132 1.78376 0.000
H 7.55605 3.51831 2.69639 0.000
H 6.01252 4.02713 3.37581 0.000
H 5.93772 3.35311 -0.18220 0.001
H 5.10769 2.38091 -2.09543 0.000
H 3.82522 1.16157 -1.92155 -0.005
H 5.49712 0.64903 -2.12229 0.000
H 3.59523 -1.69712 -3.05028 -0.002
H 3.74007 -3.03557 -5.10804 0.000
H 1.79459 -4.35536 -5.89111 0.000
H -0.25117 -4.42826 -4.48529 0.001
H -0.36915 -3.14540 -2.40309 -0.002
H 1.11246 -3.02403 0.50674 -0.013
H 1.20096 -4.69003 1.06348 0.000
H 0.93619 -4.33169 -0.64548 -0.001
H 2.86682 -6.16934 0.42076 0.000
H 4.67752 -7.70709 0.28924 0.000
H 6.18496 -6.99048 0.88271 0.000
H 5.95981 -7.26230 -0.84362 0.000
H 6.72951 -4.68017 -0.58107 0.000
H 7.12473 -2.47004 -0.95772 0.000
H 5.95009 -1.27047 -0.35763 0.001
H 5.85881 -1.82723 -2.02229 0.000
H 4.54005 -1.75435 2.32790 -0.001
H 3.46463 -0.68626 3.22727 0.000
H 5.14843 -0.86284 3.74386 0.000
H 5.62317 1.47450 3.63667 0.001
```

Calculated values
E_LUMO (alpha / beta) in eV: 1.787 / 1.738
Net charge: -1
2S+1: 2
⟨S²⟩: 0.869